Record 1
The following is a quantum chemistry calculation of a molecular structure, C16H18N8PdS3, from the Open Molecules 2025 dataset.

XYZ file:
```
46
C16H18N8PdS3 | the Open Molecules 2025 dataset | wB97M-V/def2-TZVPD
Pd -0.07 -1.68 -0.44
N 2.81 -0.85 -1.91
C 3.00 -1.40 -0.71
N 2.03 -1.87 0.03
C 2.51 -2.32 1.24
C 3.88 -2.21 1.39
S 4.59 -1.52 0.01
C 1.61 -2.83 2.22
C 1.99 -3.24 3.51
S 0.66 -3.73 4.41
C -0.36 -3.37 3.01
N 0.28 -2.92 1.96
N -1.67 -3.55 3.05
H 1.86 -0.73 -2.23
H 3.57 -0.52 -2.47
H 4.47 -2.51 2.24
H 2.99 -3.25 3.92
H -2.16 -3.89 3.86
H -2.21 -3.31 2.23
N -2.65 -2.90 -1.59
C -3.99 -2.87 -1.58
C -4.36 -1.75 -0.88
C -3.16 -1.14 -0.50
N -2.12 -1.84 -0.93
H -2.04 -3.56 -2.04
H -4.57 -3.63 -2.07
H -5.36 -1.41 -0.68
H -2.99 -0.23 0.06
N -1.01 0.77 -2.65
C -0.51 1.51 -1.65
S 0.00 0.78 -0.19
N -0.41 2.82 -1.86
C 0.08 3.82 -0.96
C -0.45 3.96 0.32
C 0.03 4.96 1.15
C 1.00 5.84 0.69
C 1.50 5.72 -0.59
C 1.04 4.70 -1.42
H -1.18 -0.20 -2.48
H -1.44 1.20 -3.46
H -0.61 3.15 -2.79
H -1.23 3.29 0.66
H -0.38 5.07 2.14
H 1.36 6.63 1.34
H 2.25 6.41 -0.96
H 1.44 4.60 -2.43
```

## Properties
- HOMO (alpha / beta): -12.927 / -13.295 eV
- Orbital gap (alpha / beta): 6.74 / 4.39 eV
- Multiplicity: 3
- Expectation value of S²: 2.04
- Net charge: +2

These are the natural (NBO) partial charges, in e, on atoms 1 to 8: 0.529 -0.735 0.317 -0.556 0.090 -0.319 0.535 0.262

Record 2
The following is a quantum chemistry calculation of a molecular structure, C6H10O at a distorted geometry, from the Open Molecules 2025 dataset.

XYZ file:
```
17
C6H10O | the Open Molecules 2025 dataset | wB97M-V/def2-TZVPD
O -1.26 0.90 -2.12
C -1.80 -0.09 -1.60
C -1.16 -1.13 -0.84
C 0.36 -1.04 -0.95
C 0.96 -0.01 -0.03
C 0.50 0.37 1.16
C 1.26 1.29 2.05
H -2.77 -0.39 -2.03
H -1.78 -2.00 -0.76
H -1.55 -0.01 -0.33
H 0.53 -0.73 -1.99
H 0.85 -2.01 -0.83
H 1.84 0.50 -0.42
H -0.35 -0.10 1.63
H 0.59 2.00 2.54
H 1.64 0.78 2.95
H 2.15 1.67 1.55
```

## Properties
- HOMO: -8.913 eV
- Orbital gap: 9.89 eV

These are the natural (NBO) partial charges, in e, on atoms 1 to 8: -0.617 0.208 -0.348 -0.466 -0.167 -0.198 -0.639 0.152

Energy above the lowest of the compared OMol25 structures with the same formula, charge and spin, respectively: 6.1; 72.8 kcal per mole.